Below is C37H25F5N4O3PmS4 as an isolated structure, with properties calculated with ωB97M-V/def2-TZVPD.

DFT total energy, Eh: -4570.3883
Energy above the lowest of the compared OMol25 structures with the same formula, charge and spin, kcal/mol: 0.0
2S+1: 5
Net charge: -1
Gap between HOMO and LUMO (spin up / spin down), eV: 6.68 / 6.69

Each line ends with the Mulliken spin population.
Geometry (Å):
Pm  0.615  -0.127  -1.237  4.03
C  -2.555  -3.430  -2.585  0.00
C  -1.311  -2.674  -2.201  -0.01
N  -1.290  -1.373  -2.164  0.00
N  -2.504  -0.776  -2.406  0.00
C  -2.678  0.461  -2.123  0.00
S  -1.601  1.640  -1.506  -0.01
S  -4.374  0.979  -2.375  0.00
C  -4.770  1.431  -0.633  0.00
C  -5.020  0.198  0.168  0.00
C  -6.305  -0.303  0.347  0.00
C  -6.501  -1.501  1.011  0.00
C  -5.423  -2.226  1.492  0.00
C  -4.143  -1.720  1.347  0.00
C  -3.948  -0.515  0.696  0.00
C  -0.112  -3.430  -1.891  0.01
C  -0.226  -4.753  -1.446  0.00
C  0.876  -5.533  -1.175  0.00
C  2.149  -5.012  -1.383  0.00
C  2.306  -3.723  -1.828  0.00
C  1.200  -2.865  -2.070  -0.01
O  1.397  -1.664  -2.499  0.00
H  -3.238  -2.748  -3.085  0.00
H  -3.056  -3.828  -1.704  0.00
H  -2.303  -4.253  -3.250  0.00
H  -5.645  2.074  -0.698  0.00
H  -3.908  1.989  -0.268  0.00
H  -7.155  0.240  -0.047  0.00
H  -7.504  -1.880  1.144  0.00
H  -5.583  -3.188  1.961  0.00
H  -3.286  -2.260  1.726  0.00
H  -2.943  -0.136  0.589  0.00
H  -1.207  -5.170  -1.275  0.00
H  0.762  -6.547  -0.823  0.00
H  3.020  -5.625  -1.193  0.00
H  3.293  -3.315  -1.999  0.00
O  -0.793  -0.624  0.669  0.00
S  0.157  -0.387  1.759  0.00
O  0.227  -1.415  2.765  0.00
N  1.496  -0.148  0.946  0.00
C  2.761  -0.181  1.429  0.00
C  3.136  -0.076  2.757  0.00
C  4.482  -0.118  3.122  0.00
C  5.472  -0.310  2.191  0.00
C  5.136  -0.454  0.830  0.00
C  6.076  -0.748  -0.181  0.00
C  5.656  -0.857  -1.480  0.00
C  4.299  -0.634  -1.777  0.00
N  3.388  -0.394  -0.862  0.00
C  3.781  -0.335  0.431  0.00
C  -0.377  1.138  2.572  -0.01
C  -0.554  1.138  3.944  0.00
C  -1.013  2.284  4.574  0.00
C  -1.296  3.419  3.831  0.00
C  -1.110  3.415  2.457  0.00
C  -0.633  2.275  1.828  0.00
H  2.360  0.011  3.504  0.00
H  4.738  0.005  4.166  0.00
H  6.514  -0.367  2.476  0.00
H  7.110  -0.903  0.101  0.00
H  6.350  -1.093  -2.275  0.00
H  3.946  -0.666  -2.801  0.00
H  -0.338  0.233  4.491  0.00
H  -1.164  2.286  5.642  0.00
H  -1.659  4.311  4.322  0.00
H  -1.344  4.292  1.872  0.00
H  -0.493  2.261  0.754  0.00
F  1.652  6.848  -0.218  0.00
C  1.501  5.718  -0.938  0.00
C  1.684  4.472  -0.350  0.00
F  1.989  4.372  0.956  0.00
C  1.558  3.341  -1.127  0.00
F  1.731  2.109  -0.520  0.01
C  1.283  3.336  -2.508  0.00
S  1.275  1.884  -3.398  -0.01
C  1.073  4.623  -3.058  0.00
F  0.758  4.749  -4.353  0.00
C  1.180  5.772  -2.297  0.00
F  0.979  6.978  -2.859  0.00

Force components x, y, z for each atom (eV/Å):
0.4 1.8 -1.3
0.0 0.2 -0.2
-0.6 0.7 -0.3
0.0 -0.3 0.2
-0.8 -0.7 -0.4
0.2 0.2 0.3
0.0 0.1 0.0
-0.3 0.3 0.0
0.2 -0.1 -0.5
-0.1 -0.1 0.2
0.1 0.0 0.0
-0.2 -0.1 0.0
0.0 -0.1 0.0
0.0 0.0 0.0
0.1 0.1 0.0
1.0 0.2 0.1
0.1 0.0 0.1
0.0 -0.2 0.0
0.0 0.0 0.0
-0.1 0.4 0.0
-0.3 -1.7 0.0
0.4 -0.2 -0.9
0.0 -0.1 0.1
0.0 0.0 0.1
0.1 -0.1 0.1
0.0 0.0 0.1
-0.1 0.1 0.1
-0.1 0.1 0.0
-0.1 -0.1 0.0
0.0 0.0 0.1
0.1 0.0 0.0
0.0 0.1 -0.1
-0.1 0.0 -0.1
-0.1 -0.1 0.1
0.1 0.0 0.0
0.0 0.0 0.0
-0.3 0.0 0.2
0.4 -0.1 0.8
0.0 0.4 0.1
-1.3 -0.1 0.6
1.0 0.1 0.7
-0.5 -0.1 -0.6
0.6 0.0 -0.1
-0.1 0.0 0.4
-0.4 0.0 -0.2
-0.2 0.0 -0.1
0.2 0.1 0.2
-0.3 0.0 0.0
0.1 0.0 -0.1
0.3 0.0 0.5
0.3 -0.5 -0.2
0.0 -0.2 0.1
0.0 0.0 0.0
0.0 0.0 0.0
0.1 -0.1 -0.1
0.0 0.1 -0.3
0.0 0.1 0.1
0.1 0.0 0.1
0.0 0.0 0.1
0.1 0.0 -0.1
0.0 0.0 0.0
-0.1 0.0 0.0
0.0 -0.1 0.1
0.0 0.0 0.1
0.0 0.0 0.0
0.0 0.1 -0.1
-0.1 0.0 0.1
-0.1 -0.2 -0.2
0.0 -0.2 -0.2
0.0 0.1 0.1
-0.1 0.1 -0.2
-0.1 -0.5 -0.5
0.0 1.1 0.0
0.2 0.8 0.7
0.1 -0.8 -0.5
0.0 -0.5 0.3
0.1 0.0 0.1
0.1 0.2 0.3
0.0 -0.2 0.0